(A)
The molecule C6H12OS. Source: the OMol25 dataset; level of theory: ωB97M-V with the def2-TZVPD basis set.

Summary:
HOMO energy	-8.641	eV
SMILES string	C=CCCCCSO
frontier orbital gap	9.26	eV

```
! wB97M-V def2-TZVPD RIJCOSX def2/J DEFGRID3
* xyz 0 1
C 3.3393 -1.4074 -0.8296
C 1.9933 -1.3605 -0.7077
C 1.0845 -0.1999 -0.5379
C 0.3000 -0.4428 0.8137
C -0.8231 0.5683 1.0702
C -2.2015 0.3079 0.2747
S -3.2701 1.7733 0.6048
O -2.6933 2.6878 -0.7088
H 4.0007 -0.5064 -0.9393
H 3.8551 -2.4016 -0.8625
H 1.4397 -2.3149 -0.5196
H 0.3026 -0.0850 -1.3105
H 1.5736 0.6441 -0.5575
H 0.8595 -0.3590 1.6700
H 0.0387 -1.5174 0.8273
H -1.0993 0.5550 2.2178
H -0.5259 1.5653 0.7881
H -2.1956 0.0205 -0.7401
H -2.7057 -0.4708 0.8282
H -3.2726 2.9434 -1.3812
*
```



(B)
The molecule C6H12OS. Source: the OMol25 dataset; level of theory: ωB97M-V with the def2-TZVPD basis set.

Summary:
HOMO energy	-9.036	eV
SMILES string	C/C(CO)=C(\C)CS
frontier orbital gap	9.71	eV

```
! wB97M-V def2-TZVPD RIJCOSX def2/J DEFGRID3
* xyz 0 1
C 2.0625 -0.2248 0.6990
C 0.6983 0.1457 0.1773
C 0.7582 1.6482 -0.3032
O 1.1430 2.4909 0.7405
C -0.4302 -0.5255 0.0805
C -0.5858 -1.9338 0.5575
C -1.7062 -0.0231 -0.5409
S -1.6870 -0.3461 -2.3464
H 2.5410 0.5662 1.2900
H 2.6834 -0.3804 -0.1939
H 2.1086 -1.1475 1.2774
H -0.1691 1.9931 -0.7701
H 1.5297 1.7391 -1.0661
H 0.4207 2.4156 1.3803
H -0.8567 -2.5857 -0.3205
H -1.4482 -2.0194 1.2053
H 0.2574 -2.3667 1.0388
H -2.5351 -0.6496 -0.1512
H -1.8950 1.0020 -0.2702
H -2.8896 0.2018 -2.4842
*
```



We find (B) to be the most stable, with the next structure 35.4 kcal/mol higher.



(A)
The ion C4H5N2OS with charge +1. Source: the OMol25 dataset; level of theory: ωB97M-V with the def2-TZVPD basis set.

Summary:
HOMO energy (spin up / spin down)	-13.429 / -13.430	eV
frontier orbital gap (spin up / spin down)	7.57 / 7.57	eV

```
! wB97M-V def2-TZVPD RIJCOSX def2/J DEFGRID3
* xyz 1 1
C 0.4352 0.4833 -0.0737
C -2.3289 0.3112 -0.1385
C 1.7232 0.6056 0.3630
C 0.3243 -1.8925 -0.1450
N -0.3265 1.5716 -0.3422
N -0.2177 -0.7569 -0.1271
O -1.7146 1.3955 0.1026
S -3.4380 -0.7608 0.0319
H 2.2074 -0.3373 0.2903
H 2.3381 1.4695 0.2191
H -0.4280 -2.6825 -0.0376
H 1.4584 -1.8982 -0.2247
H -0.0328 2.4916 0.0818
*
```



(B)
A cluster of 2 separate species, C4H5N2OS in total. Source: the OMol25 dataset; level of theory: ωB97M-V with the def2-TZVPD basis set.

Summary:
HOMO energy (spin up / spin down)	-13.467 / -13.464	eV
frontier orbital gap (spin up / spin down)	6.85 / 6.89	eV

```
! wB97M-V def2-TZVPD RIJCOSX def2/J DEFGRID3
* xyz 1 1
C -0.0189 0.5407 -0.4899
C -1.8875 1.5176 0.4324
C 1.0510 -0.2354 -0.6899
C -0.9273 -0.3319 1.6134
N -0.4636 1.5902 -1.2551
N -0.9166 0.4899 0.6216
O -1.6253 2.0791 -0.6513
S -0.1740 3.6306 2.1703
H 1.3369 -1.0136 -0.0061
H 1.6698 -0.1012 -1.5552
H -1.6945 -0.2176 2.3650
H -0.1978 -1.1223 1.7058
H -0.3282 1.7571 -2.2415
*
```



We find (A) to be the most stable, with the next structure 64.0 kcal/mol higher.



(A)
The molecule C10H19N5O5. Source: the OMol25 dataset; level of theory: ωB97M-V with the def2-TZVPD basis set.

Summary:
HOMO energy	-9.084	eV
SMILES string	[H]/N=C(\N)NCCC[C@H](NC(=O)[C@@H](N)CC(=O)O)C(=O)O
frontier orbital gap	9.36	eV

```
! wB97M-V def2-TZVPD RIJCOSX def2/J DEFGRID3
* xyz 0 1
H 4.4113 -1.9461 -1.8911
N 4.1540 -1.4210 -0.9679
C 2.8564 -1.4234 -0.9072
N 1.9332 -2.0018 -1.7625
N 2.1967 -0.9319 0.2372
C 1.2566 -1.7882 1.0502
C 0.6668 -0.9866 2.2014
C -0.1422 0.2830 1.9850
C 0.3376 1.3736 1.0197
N 0.3862 1.0887 -0.3592
C -0.5731 0.7750 -1.2980
O -0.2926 -0.1248 -2.1270
C -1.8708 1.3315 -1.2564
N -2.5286 1.3965 -2.5537
C -2.9569 0.9351 -0.2210
C -3.6045 -0.4162 -0.4714
O -4.1323 -0.7496 -1.5361
O -3.6675 -1.2086 0.5787
C 1.7027 1.9865 1.5618
O 2.0168 1.7727 2.6760
O 2.4429 2.4053 0.5877
H 2.1416 -2.7762 -2.3798
H 0.9954 -1.6355 -1.9580
H 2.9407 -0.6584 0.9351
H 1.8484 -2.5676 1.5795
H 0.4517 -2.1189 0.3738
H 0.1843 -1.7075 2.8690
H 1.6100 -0.6509 2.6448
H -1.1816 0.1402 1.6306
H -0.1860 0.7138 3.1027
H -0.3522 2.1575 1.2941
H 1.2850 0.5545 -0.4562
H -1.6155 2.3524 -0.6184
H -1.9498 0.7720 -3.1730
H -2.7376 2.2437 -2.8357
H -2.5580 0.9825 0.7938
H -3.7939 1.7229 -0.2475
H -3.6192 -2.0947 0.1522
H 1.9443 2.2207 -0.2532
*
```



(B)
The molecule C10H19N5O5. Source: the OMol25 dataset; level of theory: ωB97M-V with the def2-TZVPD basis set.

Summary:
HOMO energy	-9.499	eV
SMILES string	[H]/N=C(\N)NCCC[C@H](N)C(=O)N[C@@H](CC(=O)O)C(=O)O
frontier orbital gap	9.78	eV

```
! wB97M-V def2-TZVPD RIJCOSX def2/J DEFGRID3
* xyz 0 1
H 1.4545 -3.1037 0.8986
N 2.3568 -2.6793 0.5227
C 2.1465 -2.0083 -0.5585
N 0.9083 -1.9976 -1.2507
N 3.0218 -1.1042 -1.1185
C 2.5323 0.2345 -1.4124
C 2.0970 0.9108 -0.1205
C 1.3870 2.2615 -0.2420
C 0.2788 2.4405 0.8252
N 0.8634 2.0633 2.1409
C -0.8876 1.6202 0.4369
O -1.5088 2.0060 -0.5920
N -1.2057 0.5187 1.1544
C -2.1262 -0.5053 0.7694
C -2.3800 -0.6978 -0.7750
C -3.7942 -0.2486 -1.0655
O -4.7010 -0.9896 -1.2880
O -4.0180 1.0789 -1.0465
C -1.6962 -1.8232 1.3430
O -2.4965 -2.5395 1.9352
O -0.3589 -2.1374 1.3217
H 0.9551 -1.7191 -2.2108
H 0.3507 -2.8176 -1.1475
H 3.9061 -1.1875 -0.6224
H 3.4319 0.7276 -1.7466
H 1.8073 0.2839 -2.1896
H 1.3711 0.1688 0.2541
H 2.8873 0.9156 0.5951
H 1.0091 2.2931 -1.2588
H 2.1610 3.0505 -0.1990
H -0.0711 3.4832 0.9423
H 1.3407 1.1814 2.0470
H 0.1770 2.0826 2.9098
H -0.9204 0.5502 2.0884
H -3.0989 -0.3426 1.2793
H -2.3639 -1.7922 -1.0731
H -1.6090 -0.1190 -1.3523
H -3.2239 1.5768 -0.7433
H 0.0167 -1.6354 0.5487
*
```



We find (B) to be the most stable, with the next structure 52.5 kcal/mol higher.



(A)
A cluster of 2 separate species, C2H4BrCl in total. Source: the OMol25 dataset; level of theory: ωB97M-V with the def2-TZVPD basis set.

Summary:
HOMO energy (spin up / spin down)	-8.423 / -8.579	eV
frontier orbital gap (spin up / spin down)	8.24 / 8.64	eV

```
! wB97M-V def2-TZVPD RIJCOSX def2/J DEFGRID3
* xyz 0 1
C 1.1376 0.5637 -0.8017
C -1.3960 0.1409 0.2086
Cl 0.9231 2.0339 -1.5581
Br -2.1712 1.3259 -1.0069
H 1.0515 -0.4049 -1.2004
H 1.5250 0.5869 0.2003
H -0.9937 0.6511 0.9892
H -0.8941 -0.7013 -0.1751
*
```



(B)
A cluster of 2 separate species, C2H4BrCl in total. Source: the OMol25 dataset; level of theory: ωB97M-V with the def2-TZVPD basis set.

Summary:
HOMO energy	-10.507	eV
frontier orbital gap	11.24	eV

```
! wB97M-V def2-TZVPD RIJCOSX def2/J DEFGRID3
* xyz 0 1
C 0.4199 0.4872 0.2658
C -0.4634 -0.5753 -0.3934
Cl -0.3132 2.0678 0.1307
Br 0.4982 -2.2601 -0.4693
H 1.3989 0.7343 -0.2179
H 0.5684 0.4486 1.7037
H -0.8039 -0.2348 -1.4314
H -1.3049 -0.6676 0.4118
*
```



We find (B) to be the most stable, with the next structure 58.7 kcal/mol higher.



(A)
A cluster of 2 separate species, C3H10N2O in total. Source: the OMol25 dataset; level of theory: ωB97M-V with the def2-TZVPD basis set.

Summary:
HOMO energy (spin up / spin down)	-13.661 / -13.661	eV
<S²>	0.77
frontier orbital gap (spin up / spin down)	9.54 / 5.68	eV

```
! wB97M-V def2-TZVPD RIJCOSX def2/J DEFGRID3
* xyz 1 2
C -2.0391 0.6533 -0.6742
C -1.1997 1.5318 0.2504
N -0.1406 0.7453 0.8879
C 0.2394 0.8898 2.1345
N 1.2398 0.1685 2.6123
H -1.4345 0.1033 -1.3958
H -2.6377 -0.0304 -0.0833
H -2.7793 1.2967 -1.1540
H -1.8057 1.9397 1.0593
H -0.7729 2.3810 -0.2830
H 0.5008 0.1580 0.3435
H -0.3211 1.5526 2.7865
H 1.7372 0.6007 3.3999
H 2.5876 -3.2258 -4.3898
H 1.0893 -3.4214 -4.3448
O 1.8463 -3.2436 -3.7765
*
```



(B)
A cluster of 2 separate species, C3H10N2O in total. Source: the OMol25 dataset; level of theory: ωB97M-V with the def2-TZVPD basis set.

Summary:
HOMO energy (spin up / spin down)	-11.968 / -11.967	eV
<S²>	0.76
frontier orbital gap (spin up / spin down)	8.14 / 3.29	eV

```
! wB97M-V def2-TZVPD RIJCOSX def2/J DEFGRID3
* xyz 1 2
O 0.9053 -3.2782 4.3382
C 0.9014 -2.5589 3.3825
C -0.2583 -1.6920 2.9895
H 1.7790 -2.4480 2.7114
H -1.2016 -1.8322 3.5047
H -0.4402 -1.7451 1.9077
H -0.0008 -0.6367 3.1724
N -0.3798 1.9132 -3.5606
C -0.8058 1.5805 -2.2069
N 0.3331 1.2407 -1.4553
H 0.1468 2.7841 -3.6102
H 0.0245 1.1918 -4.1563
H -1.3787 2.4336 -1.8744
H -1.5038 0.7519 -2.1917
H 0.8099 0.3692 -1.6752
H 1.0691 1.9262 -1.2759
*
```



We find (A) to be the most stable, with the next structure 18.1 kcal/mol higher.



(A)
A cluster of 2 separate species, C3H10N2O in total. Source: the OMol25 dataset; level of theory: ωB97M-V with the def2-TZVPD basis set.

Summary:
HOMO energy (spin up / spin down)	-14.560 / -14.501	eV
<S²>	0.76
frontier orbital gap (spin up / spin down)	10.14 / 5.54	eV

```
! wB97M-V def2-TZVPD RIJCOSX def2/J DEFGRID3
* xyz 1 2
C 0.5666 0.0100 -2.1940
C -0.8259 -0.4889 -1.8723
N -0.7782 -1.3551 -0.6273
H 0.9766 0.5250 -1.3082
H 0.4812 0.7913 -2.9344
H 1.2456 -0.7932 -2.4829
H -1.1913 -1.1195 -2.6824
H -1.5475 0.2862 -1.6337
H 0.1543 -1.7789 -0.6386
H -1.3755 -2.1642 -0.7687
C 0.6447 0.7354 1.9471
N -0.0942 -0.3138 1.7526
O 0.5249 1.8045 1.2915
H 1.5313 0.6161 2.5908
H -0.7167 -0.5625 0.9062
H -0.1613 -0.9489 2.5372
*
```



(B)
A cluster of 2 separate species, C3H10N2O in total. Source: the OMol25 dataset; level of theory: ωB97M-V with the def2-TZVPD basis set.

Summary:
HOMO energy (spin up / spin down)	-13.224 / -11.706	eV
<S²>	0.76
frontier orbital gap (spin up / spin down)	10.28 / 2.83	eV

```
! wB97M-V def2-TZVPD RIJCOSX def2/J DEFGRID3
* xyz 1 2
C 0.2005 0.4324 -2.6798
C 1.5329 0.4145 -2.8963
O 2.1104 -0.2888 -3.8826
H -0.3869 -0.4184 -3.0130
H -0.3416 1.3655 -2.5681
H 2.2345 1.0204 -2.3217
H 2.6396 -1.0145 -3.5038
N -0.5268 1.0506 2.1931
C -0.6695 -0.3470 2.5022
N -1.6534 -1.0268 1.7366
H 0.4155 1.1902 1.8349
H -0.4329 1.5517 3.0760
H -0.9285 -0.5124 3.5653
H 0.2706 -0.9052 2.4262
H -1.9253 -1.9781 1.9154
H -2.5393 -0.5343 1.6157
*
```



We find (A) to be the most stable, with the next structure 41.9 kcal/mol higher.